{
  "formula": "C20H19FMgN4O3",
  "method": "the ωB97M-V functional and the def2-TZVPD basis",
  "species": ["Mg", "C", "C", "N", "C", "C", "C", "C", "C", "C", "C", "C", "C", "N", "C", "H", "H", "H", "H", "H", "H", "H", "H", "F", "C", "C", "C", "C", "C", "C", "O", "N", "C", "O", "N", "C", "O", "H", "H", "H", "H", "H", "H", "H", "H", "H", "H", "H"],
  "coordinates": [[0.166, 0.148, -0.392], [3.738, 2.308, -0.540], [3.249, 1.046, -0.272], [2.078, 0.863, 0.342], [1.362, 1.925, 0.636], [1.646, 3.234, 0.228], [2.913, 3.407, -0.324], [0.690, 4.328, 0.279], [-0.627, 4.253, 0.030], [-1.453, 3.098, -0.278], [-2.830, 3.229, -0.103], [-3.646, 2.124, -0.262], [-3.050, 0.920, -0.586], [-1.746, 0.802, -0.804], [-0.913, 1.862, -0.707], [4.724, 2.439, -0.954], [3.812, 0.152, -0.506], [3.244, 4.394, -0.609], [1.128, 5.305, 0.437], [-1.174, 5.188, 0.081], [-3.240, 4.178, 0.220], [-4.712, 2.195, -0.102], [-3.637, 0.014, -0.670], [0.361, 1.674, 1.502], [2.641, -3.689, -0.780], [1.494, -3.931, -1.754], [0.123, -3.614, -1.109], [-0.972, -4.030, -2.118], [-2.408, -3.823, -1.652], [-0.042, -4.470, 0.139], [-0.016, -5.678, 0.119], [-0.225, -3.793, 1.311], [-0.342, -2.407, 1.493], [-0.577, -1.955, 2.586], [-0.153, -1.650, 0.389], [0.104, -2.126, -0.814], [0.387, -1.313, -1.710], [3.590, -3.969, -1.231], [2.499, -4.291, 0.117], [2.681, -2.636, -0.498], [1.496, -4.974, -2.077], [1.602, -3.289, -2.632], [-0.821, -5.096, -2.308], [-0.802, -3.477, -3.043], [-2.606, -4.381, -0.738], [-3.080, -4.196, -2.423], [-2.625, -2.770, -1.484], [-0.329, -4.354, 2.151]],
  "e_homo_ev": -8.1308
}

---

{
  "formula": "C20H19FN2O5",
  "method": "the ωB97M-V functional and the def2-TZVPD basis",
  "species": ["O", "C", "C", "N", "C", "O", "C", "C", "C", "C", "C", "C", "C", "N", "C", "C", "O", "O", "C", "C", "O", "C", "C", "C", "C", "F", "C", "C", "H", "H", "H", "H", "H", "H", "H", "H", "H", "H", "H", "H", "H", "H", "H", "H", "H", "H", "H"],
  "coordinates": [[-2.134, -2.856, 2.294], [-2.495, -2.650, 1.157], [-3.715, -1.790, 0.798], [-3.253, -0.537, 0.234], [-2.852, -0.432, -1.047], [-2.972, -1.341, -1.852], [-2.218, 0.900, -1.419], [-2.689, 2.049, -0.580], [-1.976, 2.443, 0.547], [-2.431, 3.483, 1.339], [-3.606, 4.140, 1.015], [-4.323, 3.753, -0.105], [-3.868, 2.714, -0.897], [-1.869, -3.125, 0.057], [-0.508, -3.586, 0.124], [0.447, -2.494, -0.329], [0.172, -1.325, -0.395], [1.627, -3.011, -0.689], [2.646, -2.074, -0.990], [3.128, -1.396, 0.296], [2.648, -1.695, 1.360], [4.192, -0.376, 0.153], [4.793, -0.051, -1.064], [5.786, 0.908, -1.116], [6.175, 1.540, 0.054], [7.142, 2.469, -0.002], [5.596, 1.239, 1.276], [4.606, 0.280, 1.316], [-4.303, -1.587, 1.693], [-4.327, -2.301, 0.051], [-2.996, 0.195, 0.879], [-2.415, 1.073, -2.478], [-1.142, 0.747, -1.292], [-1.056, 1.935, 0.800], [-1.867, 3.781, 2.211], [-3.961, 4.952, 1.631], [-5.239, 4.264, -0.364], [-4.429, 2.413, -1.770], [-2.200, -2.792, -0.846], [-0.357, -4.482, -0.483], [-0.285, -3.817, 1.172], [2.263, -1.313, -1.681], [3.453, -2.644, -1.452], [4.494, -0.541, -1.976], [6.263, 1.171, -2.047], [5.924, 1.752, 2.166], [4.131, 0.016, 2.248]],
  "e_homo_ev": -9.2123,
  "smiles": "O=C(CNC(=O)Cc1ccccc1)NCC(=O)OCC(=O)c1ccc(F)cc1"
}

---

{
  "formula": "C20H19IN4RuS",
  "method": "the ωB97M-V functional and the def2-TZVPD basis",
  "species": ["Ru", "C", "C", "N", "C", "S", "N", "N", "C", "C", "C", "C", "C", "C", "C", "N", "H", "H", "H", "H", "H", "H", "H", "H", "H", "H", "H", "H", "H", "I", "C", "C", "C", "C", "C", "C", "C", "C", "C", "C", "H", "H", "H", "H", "H", "H"],
  "coordinates": [[-0.061, 0.767, -0.420], [-5.780, 0.373, -2.586], [-4.882, -0.793, -2.175], [-4.382, -0.644, -0.826], [-3.202, -0.118, -0.492], [-2.047, 0.267, -1.750], [-2.920, 0.075, 0.774], [-1.713, 0.461, 1.118], [-1.361, 0.597, 2.388], [-2.284, 0.220, 3.501], [-0.040, 1.089, 2.609], [0.576, 1.122, 3.877], [1.834, 1.650, 4.013], [2.495, 2.140, 2.876], [1.868, 2.041, 1.656], [0.635, 1.542, 1.504], [-6.055, 0.276, -3.632], [-5.261, 1.317, -2.450], [-6.690, 0.388, -1.995], [-4.025, -0.853, -2.849], [-5.434, -1.735, -2.226], [-5.028, -0.818, -0.067], [-3.266, -0.009, 3.092], [-2.375, 1.024, 4.231], [-1.907, -0.669, 4.011], [0.046, 0.735, 4.732], [2.313, 1.694, 4.979], [3.472, 2.589, 2.952], [2.358, 2.396, 0.755], [1.276, 2.296, -2.309], [2.770, 0.700, -2.301], [3.910, 0.874, -3.039], [4.888, -0.130, -3.038], [4.701, -1.276, -2.314], [3.525, -1.476, -1.565], [3.305, -2.664, -0.840], [2.145, -2.867, -0.142], [1.152, -1.876, -0.121], [1.345, -0.688, -0.793], [2.522, -0.461, -1.545], [4.059, 1.770, -3.622], [5.790, 0.014, -3.613], [5.452, -2.050, -2.308], [4.068, -3.426, -0.865], [1.984, -3.793, 0.388], [0.226, -2.068, 0.428]],
  "e_homo_ev": [-10.7882, -10.8538],
  "charge": 1,
  "spin_multiplicity": 2
}

---

{
  "formula": "C20H19N2O2",
  "method": "the ωB97M-V functional and the def2-TZVPD basis",
  "species": ["C", "C", "C", "C", "O", "C", "C", "C", "C", "C", "C", "C", "C", "O", "C", "C", "C", "C", "C", "H", "H", "H", "H", "H", "H", "H", "H", "H", "H", "H", "H", "H", "H", "H", "N", "C", "N", "C", "C", "H", "H", "H", "H"],
  "coordinates": [[2.432, -5.822, -0.516], [2.346, -4.727, -1.591], [2.512, -3.460, -0.834], [2.600, -3.799, 0.546], [2.505, -5.142, 0.803], [2.715, -2.804, 1.526], [2.797, -1.499, 1.113], [2.723, -1.117, -0.275], [2.567, 0.250, -0.650], [2.231, 1.262, 0.312], [2.402, 2.593, -0.153], [2.067, 3.666, 0.653], [1.388, 3.422, 1.877], [1.025, 4.535, 2.580], [1.566, 5.685, 1.832], [2.127, 5.144, 0.499], [1.052, 2.138, 2.296], [1.523, 1.071, 1.567], [2.541, -2.143, -1.251], [1.552, -6.477, -0.522], [3.338, -6.432, -0.624], [3.118, -4.858, -2.361], [1.353, -4.731, -2.064], [2.762, -3.077, 2.574], [2.794, -0.727, 1.885], [2.145, 0.448, -1.710], [2.821, 2.735, -1.154], [0.743, 6.397, 1.682], [2.344, 6.137, 2.467], [3.133, 5.527, 0.294], [1.457, 5.454, -0.315], [0.459, 2.032, 3.198], [1.258, 0.085, 1.951], [2.284, -1.902, -2.296], [4.079, 0.890, -1.910], [3.949, 0.292, -3.110], [4.889, 0.731, -3.980], [5.694, 1.676, -3.296], [5.140, 1.786, -2.048], [3.186, -0.399, -3.465], [5.038, 0.419, -4.956], [6.552, 2.147, -3.763], [5.438, 2.487, -1.287]],
  "e_homo_ev": -10.9951,
  "charge": 1
}

---

| no. | DFT total energy (Ha) |
| --- | --- |
| 1 | -1518.341754 |
| 2 | -1359.179225 |
| 3 | -1783.084622 |
| 4 | -1033.223955 |